Entry from the Open Molecules 2025 dataset: a single C15H24N4O3S3 molecule at a distorted geometry (ωB97M-V with the def2-TZVPD basis set).

```
49
Properties=species:S:1:pos:R:3:forces:R:3
C -0.032 3.503 -2.716 -0.1 -0.1 -0.2
N -0.020 3.669 -1.277 0.3 0.2 0.0
C -1.129 3.530 -0.514 0.0 0.3 -0.2
O -1.102 3.598 0.700 -0.1 0.0 0.3
C -2.460 3.318 -1.227 -0.2 -0.6 0.2
S -3.360 1.991 -0.360 -0.4 0.4 -0.1
C -2.127 0.784 -0.465 -0.1 -0.4 0.2
N -1.045 0.916 -1.143 -0.9 0.8 -0.1
N -0.212 -0.121 -1.050 1.1 -1.1 -0.1
C -0.647 -1.073 -0.290 -0.8 0.4 0.2
N 0.046 -2.179 0.008 0.4 -0.3 0.1
C -0.538 -3.346 0.634 0.1 -0.2 -0.3
C 0.558 -4.168 1.307 -0.3 0.1 0.3
C -0.045 -5.387 1.999 0.2 -0.1 -0.3
C -0.814 -6.246 1.000 -0.2 0.1 0.2
C -1.906 -5.425 0.321 0.2 -0.1 -0.2
C -1.305 -4.209 -0.375 -0.2 0.1 0.3
S -2.246 -0.742 0.407 0.6 0.4 -0.5
C 1.280 3.639 -0.615 -0.3 0.4 0.1
C 1.515 4.838 0.320 -0.2 0.2 -0.2
C 2.892 4.657 0.928 0.0 -0.6 0.0
S 3.118 2.836 0.973 0.1 -0.1 0.1
O 3.234 2.355 2.321 -0.3 0.1 0.3
O 4.175 2.485 0.061 0.0 0.1 -0.5
C 1.523 2.397 0.226 0.7 0.3 0.3
H -0.769 4.166 -3.170 0.0 0.0 -0.1
H -0.245 2.465 -2.984 0.0 0.0 -0.1
H 0.944 3.771 -3.113 0.0 0.0 0.0
H -2.377 3.028 -2.269 0.0 0.1 0.0
H -3.084 4.205 -1.119 0.0 0.0 0.0
H 0.891 -2.315 -0.527 0.0 0.1 0.0
H -1.239 -2.984 1.397 0.1 -0.1 0.1
H 1.090 -3.547 2.029 0.1 0.0 -0.1
H 1.274 -4.497 0.549 0.1 0.0 -0.1
H -0.722 -5.056 2.789 0.0 0.0 0.1
H 0.749 -5.975 2.463 0.0 0.0 0.1
H -1.258 -7.102 1.511 0.0 -0.1 0.0
H -0.125 -6.629 0.244 0.0 -0.1 0.0
H -2.438 -6.040 -0.407 -0.1 0.0 0.0
H -2.629 -5.092 1.069 -0.1 0.0 0.0
H -2.094 -3.613 -0.840 0.0 0.0 -0.1
H -0.619 -4.534 -1.161 0.1 0.0 -0.1
H 2.046 3.659 -1.396 -0.2 0.0 0.0
H 0.748 4.827 1.095 0.1 0.0 -0.1
H 1.435 5.774 -0.234 0.0 0.0 0.0
H 2.978 5.043 1.938 0.1 0.0 0.1
H 3.688 5.049 0.301 0.1 -0.1 0.0
H 1.610 1.487 -0.357 0.2 -0.1 0.0
H 0.788 2.292 1.018 0.0 0.0 0.1
```
Positions in Å, forces in eV/Å.

Output
- HOMO (hartree) = -0.29935
- LUMO (hartree) = 0.0195
- ΔE to the lowest compared entry with this formula, charge and spin (kcal per mole) = 0.0
- SMILES = CN(C(=O)CSc1nnc(NC2CCCCC2)s1)[C@H]1CCS(=O)(=O)C1
- gap between HOMO and LUMO (eV) = 8.68



Entry from the Open Molecules 2025 dataset: a molecular structure, C15H24N4O5Yb at a distorted geometry (ωB97M-V with the def2-TZVPD basis set).

```
49
Properties=species:S:1:pos:R:3:forces:R:3
O 2.319 0.714 -1.825 4.0 0.8 2.7
H 3.080 1.343 -2.005 -1.8 -1.2 0.3
Yb 0.526 -0.054 -0.461 0.7 -1.2 -0.5
N -1.712 -0.712 -1.404 -0.7 -0.5 -1.0
N 0.380 -0.828 -2.798 -1.6 0.8 -1.9
O -2.982 -0.762 -0.764 0.4 0.3 1.1
O 1.319 -0.338 -3.539 -0.5 -1.5 -1.3
C -1.887 -1.097 -2.673 0.4 0.1 2.9
C -0.714 -1.196 -3.482 1.4 -0.3 1.6
C -3.267 -1.378 -3.098 -0.3 -0.2 -1.0
C -0.695 -1.646 -4.895 -0.3 0.4 -0.3
H -3.878 -0.480 -2.956 0.0 -0.3 0.0
H -3.674 -2.196 -2.493 -0.1 0.2 -0.1
H -3.283 -1.660 -4.151 -0.1 0.0 0.1
H 0.314 -1.939 -5.202 -0.2 0.2 0.2
H -1.051 -0.849 -5.562 0.2 -0.2 -0.1
H -1.374 -2.503 -4.988 0.2 0.2 -0.1
H -2.835 -0.412 0.137 0.0 -0.2 -0.7
H 1.712 0.564 -2.592 1.0 -0.1 -1.6
O 0.432 -2.423 0.323 -0.3 0.0 0.5
H -0.443 -2.879 0.376 1.2 0.3 0.3
H 0.989 -2.561 1.123 -1.0 -0.3 -0.7
C 0.317 1.934 -1.112 -0.3 2.1 -1.5
H 0.323 2.129 -0.026 -1.0 0.7 -0.2
H -0.588 1.702 -1.705 -0.5 0.7 1.0
H 0.896 2.705 -1.654 -0.4 -0.5 0.5
O -3.092 3.326 0.411 -0.3 1.8 0.1
H -3.692 3.548 -0.339 0.7 -0.2 0.8
H -2.896 4.215 0.839 -0.4 -1.7 -0.9
C -2.174 0.713 3.253 0.3 0.1 0.0
C -1.381 0.299 4.332 0.0 0.0 -0.2
C -0.014 0.069 4.138 0.1 0.2 -0.5
C 0.517 0.199 2.841 -1.1 0.0 0.5
N -0.283 0.529 1.801 0.4 -0.1 0.1
C -1.568 0.858 2.003 0.0 -0.4 0.5
C 1.963 0.006 2.561 1.1 0.0 0.0
C 2.942 0.160 3.559 -0.4 0.1 -0.6
C 4.287 0.030 3.200 -0.2 -0.1 -0.2
C 4.624 -0.262 1.875 -0.3 0.0 0.0
C 3.596 -0.400 0.939 0.3 0.0 0.5
N 2.311 -0.261 1.282 -0.5 0.0 0.0
H -3.234 0.954 3.361 0.4 -0.1 0.1
H -1.821 0.165 5.321 0.1 0.1 -0.3
H 0.658 -0.206 4.954 -0.5 0.0 -0.2
H -2.120 1.265 1.150 0.2 -0.1 0.2
H 2.631 0.459 4.561 0.3 -0.2 -0.3
H 5.067 0.163 3.946 -0.2 0.0 -0.1
H 5.655 -0.380 1.552 -0.2 0.1 0.2
H 3.799 -0.623 -0.112 -0.1 0.1 0.3
```
Positions in Å, forces in eV/Å.

Output
- HOMO (alpha / beta) (hartree) = -0.35414 / -0.35345
- LUMO (alpha / beta) (hartree) = -0.1373 / -0.1372
- total charge = +1
- spin multiplicity = 2
- gap between HOMO and LUMO (alpha / beta) (eV) = 5.90 / 5.88



Entry from the Open Molecules 2025 dataset: a gas-phase ion, C15H24NO2S (charge +1) at a distorted geometry (ωB97M-V with the def2-TZVPD basis set).

```
43
Properties=species:S:1:pos:R:3:forces:R:3
C -4.862 -0.405 -2.267 0.1 1.0 0.3
O -4.035 -1.407 -1.674 0.0 0.1 -1.1
C -2.924 -1.735 -2.527 0.5 -0.2 0.6
C -1.841 -0.588 -2.488 -0.1 -1.2 -0.1
C -0.393 -1.103 -2.852 -0.2 0.8 -0.1
C 0.625 0.116 -2.655 0.2 -1.1 0.1
C 1.710 -0.267 -1.571 0.1 0.4 -0.2
C 2.401 0.998 -0.912 -0.3 -0.5 -1.1
C 3.173 0.699 0.423 0.4 -0.1 -1.9
S 2.477 1.392 1.969 -0.4 -0.5 1.1
C 1.174 2.653 1.637 -0.4 0.7 -1.0
C 0.351 3.063 2.913 -0.6 -1.0 0.5
O 0.493 4.085 3.510 0.5 -0.1 -0.6
C 1.583 0.055 2.826 -2.1 -2.6 1.9
C 1.282 -1.238 2.244 0.4 0.5 -0.5
C 0.538 -2.292 2.902 0.6 1.8 0.2
N 0.062 -2.121 4.155 1.1 1.0 -1.2
C 0.365 -0.941 4.733 0.2 1.3 0.9
C 1.088 0.195 4.212 0.4 -1.0 -2.2
H -5.727 -0.197 -1.584 0.7 -0.5 -0.7
H -4.298 0.571 -2.339 -0.5 -0.8 -0.1
H -5.209 -0.680 -3.294 0.2 0.0 0.8
H -3.271 -1.982 -3.567 0.3 0.4 0.8
H -2.495 -2.681 -2.098 -0.3 0.9 -0.3
H -2.199 0.223 -3.167 0.7 -0.4 0.6
H -1.795 -0.220 -1.429 -0.2 -0.1 -0.9
H -0.348 -1.512 -3.896 -0.1 0.4 0.9
H -0.098 -1.939 -2.162 -0.4 0.7 -0.6
H 0.027 0.999 -2.322 0.6 -0.5 -0.2
H 1.134 0.352 -3.618 -0.4 0.0 0.7
H 2.538 -0.857 -2.047 -0.8 0.2 0.4
H 1.203 -0.935 -0.832 0.5 0.7 -0.3
H 3.166 1.341 -1.662 -0.7 -0.1 0.8
H 1.633 1.805 -0.873 0.7 -0.4 0.4
H 4.205 1.133 0.320 -1.1 -0.1 0.6
H 3.338 -0.411 0.477 -0.4 1.1 0.6
H 1.684 3.580 1.258 -0.2 -1.0 0.4
H 0.461 2.303 0.842 0.6 0.1 0.8
H -0.445 2.333 3.253 0.6 0.4 -0.6
H 1.648 -1.446 1.210 -0.5 0.1 1.0
H 0.325 -3.247 2.369 0.2 0.9 0.6
H -0.004 -0.819 5.782 0.3 -0.2 -1.0
H 1.260 1.126 4.801 -0.2 -1.1 -0.4
```
Positions in Å, forces in eV/Å.

Output
- HOMO (hartree) = -0.43276
- LUMO (hartree) = -0.1532
- ΔE to the lowest compared entry with this formula, charge and spin (kcal per mole) = 47.6
- total charge = +1
- gap between HOMO and LUMO (eV) = 7.61



Entry from the Open Molecules 2025 dataset: a gas-phase ion, C15H24NO3 (charge +1) (ωB97M-V with the def2-TZVPD basis set).

```
43
Properties=species:S:1:pos:R:3:forces:R:3
C -4.629 -1.407 -0.243 0.0 0.0 0.0
C -3.328 -0.802 0.177 0.1 0.1 0.0
C -2.454 -1.512 0.989 0.0 0.1 -0.1
C -1.250 -0.970 1.396 0.2 0.3 0.1
C -0.906 0.311 0.986 0.0 -0.3 0.1
O 0.348 0.757 1.428 -0.4 -0.3 0.0
C 0.741 2.095 1.204 0.1 0.7 -0.2
C 1.425 2.296 -0.166 -0.2 -0.8 0.0
O 1.795 3.640 -0.217 0.2 0.2 0.1
C 2.683 1.395 -0.274 0.0 0.9 -0.1
N 2.362 -0.034 -0.063 -0.3 0.0 0.4
C 1.819 -0.694 -1.272 -0.4 -0.7 -0.5
C 1.409 -2.130 -0.924 -0.1 0.2 -0.1
O 2.500 -2.850 -0.417 0.1 -0.1 -0.1
C 3.016 -2.254 0.743 0.2 0.2 0.0
C 3.499 -0.827 0.457 0.4 -0.7 0.3
C -1.761 1.032 0.173 0.2 0.2 0.1
C -2.977 0.489 -0.229 0.1 -0.2 0.1
C -3.897 1.290 -1.091 0.0 0.0 0.0
H -5.462 -0.806 0.118 -0.1 0.0 0.0
H -4.702 -1.449 -1.329 -0.1 0.0 -0.1
H -4.732 -2.413 0.152 -0.1 -0.1 0.0
H -2.720 -2.504 1.319 0.0 -0.1 0.0
H -0.590 -1.514 2.054 0.1 -0.1 0.1
H -0.100 2.786 1.293 0.0 -0.1 0.0
H 1.458 2.341 1.992 -0.1 0.0 -0.1
H 0.718 2.044 -0.971 0.1 0.0 0.1
H 2.046 3.907 -1.109 -0.1 0.0 0.0
H 3.382 1.722 0.501 0.0 -0.1 0.0
H 3.167 1.525 -1.246 0.0 -0.1 0.1
H 1.593 -0.023 0.668 0.3 -0.1 -0.4
H 0.953 -0.143 -1.638 0.0 0.1 0.1
H 2.597 -0.708 -2.039 0.0 0.1 0.1
H 1.084 -2.654 -1.823 -0.1 0.2 0.0
H 0.578 -2.112 -0.201 0.1 0.0 -0.1
H 3.852 -2.877 1.066 -0.1 0.2 0.1
H 2.256 -2.234 1.539 0.1 0.0 0.0
H 3.878 -0.370 1.371 -0.1 0.1 -0.1
H 4.290 -0.846 -0.297 -0.1 0.1 0.0
H -1.517 2.034 -0.147 0.0 0.1 0.0
H -3.477 2.267 -1.317 0.0 0.1 0.0
H -4.853 1.434 -0.590 -0.1 0.0 0.0
H -4.096 0.770 -2.027 -0.1 0.0 -0.1
```
Positions in Å, forces in eV/Å.

Output
- HOMO (hartree) = -0.42541
- LUMO (hartree) = -0.0862
- ΔE to the lowest compared entry with this formula, charge and spin (kcal per mole) = 15.9
- total charge = +1
- SMILES = Cc1ccc(OC[C@@H](O)C[NH+]2CCOCC2)cc1C
- gap between HOMO and LUMO (eV) = 9.23



Entry from the Open Molecules 2025 dataset: 4 unconnected molecules or ions with the total composition C15H24O10S (ωB97M-V with the def2-TZVPD basis set).

```
50
Properties=species:S:1:pos:R:3:forces:R:3
C -3.732 -0.042 -0.397 0.2 -0.3 -0.4
O -3.745 1.382 -0.241 -0.1 -0.1 0.3
C -4.922 2.006 -0.044 0.0 0.2 -0.1
O -5.052 2.874 0.762 0.1 0.1 0.0
C -6.051 1.664 -1.012 0.3 -0.3 0.0
S -7.290 0.630 -0.224 -0.1 0.1 0.2
O -8.583 1.196 -0.470 0.1 -0.1 -0.1
O -6.862 0.282 1.101 0.0 0.0 -0.2
H -2.922 -0.294 -1.086 -0.1 0.1 0.2
H -3.545 -0.523 0.564 0.0 0.2 0.0
H -4.668 -0.432 -0.807 0.0 0.1 0.0
H -6.534 2.587 -1.334 0.0 -0.1 0.1
H -5.672 1.100 -1.869 -0.2 0.2 0.0
H -7.158 -0.493 -0.972 -0.1 0.0 -0.1
O -0.606 -1.267 -1.311 -0.1 0.0 0.0
C -0.595 -2.038 -0.390 0.1 0.0 0.0
C 0.074 -3.391 -0.303 -0.3 -0.2 0.2
C -0.596 -4.022 0.916 0.0 0.0 -0.1
C -0.960 -2.797 1.745 0.1 -0.1 0.1
O -1.213 -1.753 0.780 0.0 -0.1 0.0
H 1.133 -3.228 -0.129 0.0 0.0 -0.1
H -0.077 -3.962 -1.215 0.1 0.1 -0.1
H 0.035 -4.723 1.457 0.1 0.1 0.0
H -1.504 -4.546 0.611 0.0 0.0 0.0
H -0.139 -2.475 2.384 0.0 0.0 0.0
H -1.853 -2.949 2.347 -0.1 0.2 -0.1
O 2.331 -2.232 1.687 -0.1 -0.1 -0.2
C 3.217 -1.994 0.913 0.2 0.1 0.3
C 4.283 -0.931 1.029 -0.1 0.0 -0.4
C 4.818 -0.838 -0.399 0.0 0.0 0.1
C 4.571 -2.248 -0.917 0.1 0.0 -0.1
O 3.383 -2.699 -0.235 0.0 0.0 0.1
H 5.045 -1.272 1.733 0.0 0.0 0.1
H 3.852 0.004 1.375 0.1 -0.1 0.2
H 5.859 -0.534 -0.466 0.0 0.0 0.0
H 4.221 -0.125 -0.970 0.0 0.0 0.0
H 5.386 -2.931 -0.669 0.0 0.0 0.0
H 4.384 -2.295 -1.987 -0.1 -0.1 0.0
O 4.171 2.079 1.318 0.0 0.2 -0.1
C 3.550 2.841 0.630 -0.1 0.0 0.2
C 2.045 2.934 0.469 0.1 0.1 -0.3
C 1.893 3.773 -0.799 0.0 -0.1 0.1
C 3.163 4.616 -0.765 -0.1 0.0 0.0
O 4.151 3.785 -0.123 0.0 0.0 -0.1
H 1.641 3.436 1.350 0.0 0.0 0.0
H 1.607 1.942 0.394 0.0 0.0 0.1
H 0.986 4.372 -0.834 0.0 0.0 0.0
H 1.903 3.123 -1.674 0.0 0.0 0.0
H 3.045 5.523 -0.169 0.0 0.0 0.0
H 3.534 4.886 -1.750 0.1 0.0 0.0
```
Positions in Å, forces in eV/Å.

Output
- HOMO (hartree) = -0.37569
- LUMO (hartree) = 0.0115
- ΔE to the lowest compared entry with this formula, charge and spin (kcal per mole) = 12.8
- SMILES = COC(=O)C[SH](=O)=O.O=C1CCCO1.O=C1CCCO1.O=C1CCCO1
- gap between HOMO and LUMO (eV) = 10.54